# C6H8O3

A cluster of 2 separate species, C6H8O3 in total (ωB97M-V/def2-TZVPD, the OMol25 dataset).

Results
ΔE to the lowest compared entry with this formula, charge and spin in kJ/mol: 426.9
Charge: 0
Energy in a.u.: -458.9876
LUMO energy in eV: 0.307

Positions of all 17 atoms, in Å:
C  -0.30  -1.91  0.70
C  -1.18  1.01  -0.04
C  -2.02  0.44  -0.93
O  0.40  -0.69  0.88
H  -1.57  1.44  0.87
H  -1.12  -1.95  1.43
H  0.39  -2.76  0.81
H  -0.73  -1.99  -0.30
H  -1.64  -0.10  -1.78
H  -3.07  0.33  -0.69
C  1.61  -0.44  -0.10
O  2.59  0.04  0.69
C  0.13  1.53  -0.51
C  0.86  2.49  -0.71
O  1.83  -1.16  -1.04
H  2.12  0.52  1.40
H  1.66  3.20  -0.70